# 1
48
Properties=species:S:1:pos:R:3 method="wB97M-V/def2-TZVPD" e_lumo_ev=-0.48 orbital_gap_ev=8.494 smiles="CCOC(=O)Nc1cc(-c2ccc(C)cc2NS(C)(=O)=O)nn2c(C)nnc12" relative_energy_kcal_mol=8.3 homo_energy_ev=-8.97
O 0.680 3.842 -1.299
O 0.719 -5.487 1.505
O 0.001 -3.871 3.254
N -0.271 -0.553 1.491
N -1.966 2.210 2.888
N -2.179 1.257 3.871
O -0.754 5.531 -0.659
C -0.284 4.260 -0.653
C 0.297 -0.189 0.365
C -1.256 1.663 1.910
C -1.605 0.122 3.466
C 0.070 1.219 -0.078
C -0.675 2.133 0.653
C 1.041 -1.010 -1.897
C 1.532 -2.024 -2.738
C 1.886 -3.478 -0.881
C 0.932 -1.224 -0.525
C 1.345 -2.529 -0.031
C 1.937 -3.260 -2.262
N -0.963 3.447 0.240
N -0.966 0.349 2.274
N 1.292 -2.854 1.332
C -1.477 -1.097 4.317
C 2.407 -4.391 -3.206
C -0.860 6.395 -2.930
C -0.132 6.486 -1.594
C -1.345 -3.796 1.000
S 0.231 -4.123 1.819
H 0.524 1.565 -0.999
H 0.694 -0.059 -2.351
H 1.574 -1.762 -3.789
H 2.225 -4.401 -0.460
H -1.461 4.009 0.918
H 1.046 -2.071 1.939
H -1.449 -0.866 5.386
H -0.497 -1.558 4.070
H -2.301 -1.806 4.154
H 1.606 -5.120 -3.299
H 2.560 -3.916 -4.180
H 3.286 -4.882 -2.857
H -1.955 6.479 -2.773
H -0.593 7.239 -3.545
H -0.615 5.488 -3.489
H -0.244 7.512 -1.224
H 0.938 6.328 -1.692
H -1.270 -4.114 0.000
H -1.581 -2.724 1.022
H -2.124 -4.371 1.538



# 2
48
Properties=species:S:1:pos:R:3 method="wB97M-V/def2-TZVPD" e_lumo_ev=2.51 orbital_gap_ev=6.118 charge=-1 relative_energy_kcal_mol=0.0 homo_energy_ev=-3.61
Pt 0.138 0.152 -0.443
N -0.405 3.245 -0.843
N 0.366 3.072 0.335
C 0.849 1.746 0.495
N 1.524 1.674 1.681
S 2.038 1.368 -1.320
H -0.644 4.224 -0.913
H -1.247 2.674 -0.808
H -0.168 3.248 1.184
H 2.156 2.439 1.873
H 1.890 0.760 1.898
S -1.542 -0.400 0.946
C -2.295 -1.813 0.221
C -3.401 -2.395 0.842
C -4.013 -3.518 0.310
C -3.515 -4.078 -0.863
C -2.417 -3.508 -1.486
C -1.791 -2.372 -0.965
S -0.401 -1.679 -1.792
H -3.775 -1.949 1.757
H -4.871 -3.955 0.806
H -3.982 -4.958 -1.290
H -2.024 -3.939 -2.400
C 5.171 -4.316 3.503
C 5.146 -4.914 2.095
C 4.253 -6.162 2.123
C 6.579 -5.324 1.729
C 4.606 -3.926 1.058
C 4.534 -4.317 -0.282
C 4.032 -3.491 -1.286
C 3.598 -2.241 -0.907
O 3.076 -1.244 -1.671
B 2.724 -0.223 -0.768
O 3.185 -0.561 0.529
C 3.666 -1.837 0.419
C 4.160 -2.648 1.415
H 5.575 -5.052 4.202
H 4.170 -4.047 3.844
H 5.803 -3.427 3.550
H 4.618 -6.876 2.867
H 4.236 -6.660 1.153
H 3.226 -5.892 2.376
H 6.970 -6.033 2.465
H 7.235 -4.451 1.710
H 6.623 -5.798 0.749
H 4.868 -5.309 -0.559
H 3.968 -3.816 -2.315
H 4.181 -2.293 2.435



# 3
50
Properties=species:S:1:pos:R:3 method="wB97M-V/def2-TZVPD" e_lumo_ev=-8.43 orbital_gap_ev=5.538 charge=+2 homo_energy_ev=-13.97
H -2.107 -0.995 -2.163
N -0.959 0.765 -2.035
B 0.123 3.063 -2.371
N -1.093 2.072 -2.498
C -2.205 2.127 -3.229
Zr 1.194 -0.051 -0.776
H -2.441 3.011 -3.801
C -2.844 0.899 -3.164
H -3.775 0.601 -3.627
C -2.093 0.062 -2.403
H -0.035 4.082 -2.975
C 3.070 -0.331 0.369
H 3.054 -1.244 1.028
H 3.098 0.602 0.928
H 4.025 -0.505 -0.170
N 1.381 2.288 -2.826
N 0.172 3.322 -0.829
N 1.785 1.100 -2.237
N 0.486 2.273 0.023
C 2.236 2.564 -3.816
C -0.023 4.490 -0.148
H 2.170 3.465 -4.369
H -0.274 5.390 -0.687
C 3.229 1.539 -3.885
C 0.209 4.234 1.186
C 2.943 0.640 -2.872
C 0.535 2.826 1.253
H 4.078 1.486 -4.534
H 0.192 4.931 2.017
H 3.469 -0.247 -2.519
H 0.835 2.283 2.156
H -0.219 0.186 -2.445
C -1.554 -5.809 4.126
C -1.384 -4.455 3.527
C -0.416 -3.586 4.030
C -0.176 -2.331 3.470
C -0.974 -1.925 2.388
C -1.893 -2.806 1.827
C -2.096 -4.054 2.402
S -0.701 -0.418 1.470
O -1.544 0.621 2.037
O 0.747 -0.048 1.504
O -0.862 -0.870 0.034
H -0.615 -6.370 4.131
H -1.859 -5.724 5.170
H -2.305 -6.411 3.614
H 0.162 -3.916 4.888
H 0.569 -1.651 3.899
H -2.479 -2.481 0.965
H -2.838 -4.695 1.937



# 4
46
Properties=species:S:1:pos:R:3 method="wB97M-V/def2-TZVPD" e_lumo_ev="-8.51 / -10.19" orbital_gap_ev="5.905 / 4.058" charge=+2 homo_energy_ev="-14.42 / -14.25"
H 0.991 3.609 -0.239
N 0.443 2.003 -1.530
B 0.102 0.418 -3.532
N 0.444 1.826 -2.896
C 0.851 2.984 -3.464
Pb 0.563 0.719 0.420
H 0.896 3.079 -4.530
C 1.156 3.915 -2.454
H 1.540 4.916 -2.572
C 0.873 3.266 -1.258
H 0.300 0.443 -4.716
C -1.481 -2.447 1.346
H -1.254 -2.907 2.318
H -0.573 -2.282 0.751
H -2.135 -3.138 0.778
N -1.418 0.015 -3.305
N 1.027 -0.665 -2.862
N -1.871 -0.259 -2.030
N 1.119 -0.832 -1.480
C -2.429 -0.178 -4.199
C 1.860 -1.541 -3.455
H -2.295 -0.024 -5.253
H 1.978 -1.584 -4.535
C -3.585 -0.573 -3.505
C 2.498 -2.296 -2.483
C -3.165 -0.597 -2.144
C 1.991 -1.851 -1.248
H -4.563 -0.790 -3.930
H 3.247 -3.057 -2.614
H -3.781 -0.848 -1.286
H 2.224 -2.174 -0.236
H -2.014 -1.492 1.431
C 2.226 0.795 2.263
C 1.817 0.556 3.662
C 0.482 0.733 4.102
C 0.162 0.566 5.453
C 1.175 0.251 6.380
C 2.511 0.091 5.953
C 2.816 0.193 4.603
H 2.521 1.851 2.053
H 2.997 0.064 1.957
H -0.308 1.043 3.408
H -0.859 0.690 5.834
H 0.980 0.154 7.459
H 3.324 -0.119 6.656
H 3.836 0.057 4.235



# 5
48
Properties=species:S:1:pos:R:3 method="wB97M-V/def2-TZVPD" e_lumo_ev="-2.37 / -6.46" orbital_gap_ev="8.103 / 4.911" charge=+1 relative_energy_kcal_mol=10.8 spin_multiplicity=6 homo_energy_ev="-10.47 / -11.37"
Pd 1.443 -0.546 0.403
Br 2.063 -0.077 3.251
C 3.892 -0.558 2.871
Br 4.251 -0.585 0.973
H 4.056 -1.551 3.261
H 4.531 0.182 3.326
C 2.828 4.474 -2.744
C 1.582 3.644 -2.902
O 1.948 2.235 -2.835
P 1.271 1.253 -1.817
S 2.038 -0.572 -2.048
S 1.405 1.902 0.078
O -0.245 1.302 -2.281
C -1.265 0.426 -1.778
C -2.173 0.027 -2.914
H 2.558 5.532 -2.730
H 3.519 4.303 -3.569
H 3.331 4.233 -1.807
H 1.114 3.784 -3.874
H 0.849 3.869 -2.127
H -1.809 0.968 -0.999
H -0.796 -0.455 -1.335
H -2.541 0.916 -3.426
H -3.029 -0.532 -2.528
H -1.641 -0.596 -3.634
C -3.953 2.012 1.947
C -2.610 2.369 2.124
C -1.626 1.418 2.060
C -1.981 0.065 1.807
C -3.355 -0.300 1.665
C -4.314 0.676 1.729
N -1.015 -0.842 1.668
N -1.207 -2.130 1.519
C -0.285 -3.005 1.131
C -0.687 -4.377 1.029
C 0.244 -5.303 0.704
C 1.592 -4.916 0.456
C 1.979 -3.585 0.530
C 1.072 -2.579 0.823
H -4.720 2.774 1.986
H -2.344 3.400 2.315
H -0.585 1.671 2.201
H -3.603 -1.340 1.503
H -5.357 0.408 1.614
H -1.711 -4.649 1.252
H -0.036 -6.346 0.647
H 2.317 -5.670 0.177
H 3.004 -3.330 0.298



# 6
45
Properties=species:S:1:pos:R:3 method="wB97M-V/def2-TZVPD" e_lumo_ev=0.68 orbital_gap_ev=9.094 smiles="CCOCCOC(=O)C1=C(C)N(C)C(=O)N[C@H]1c1ccccc1Cl" relative_energy_kcal_mol=25.2 homo_energy_ev=-8.42
C 5.166 0.206 2.190
C 5.350 0.164 0.674
O 4.164 0.385 -0.057
C 3.724 1.722 -0.078
C 2.519 1.826 -1.002
H 2.690 1.222 -1.899
H 2.342 2.866 -1.298
O 1.375 1.332 -0.325
C 0.170 1.757 -0.770
O 0.078 2.565 -1.671
C -0.911 1.125 -0.020
C -2.225 1.457 -0.142
N -3.190 0.837 0.611
C -2.889 -0.133 1.570
O -3.753 -0.669 2.233
N -1.580 -0.391 1.757
H -1.391 -1.123 2.425
C -0.469 0.037 0.936
C 0.152 -1.139 0.197
C 1.475 -1.483 0.449
C 2.088 -2.532 -0.208
C 1.375 -3.276 -1.133
C 0.054 -2.963 -1.393
C -0.547 -1.902 -0.733
Cl -2.203 -1.564 -1.106
H -0.517 -3.533 -2.109
H 1.843 -4.097 -1.654
H 3.122 -2.762 -0.002
H 2.039 -0.894 1.155
H 0.307 0.442 1.603
C -4.594 1.141 0.438
H -5.143 0.494 1.121
H -4.915 0.938 -0.583
H -4.807 2.181 0.687
C -2.717 2.507 -1.081
H -3.273 3.271 -0.540
H -3.382 2.064 -1.821
H -1.883 2.967 -1.597
H 3.434 2.063 0.925
H 4.526 2.376 -0.454
H 5.677 -0.835 0.372
H 6.119 0.891 0.372
H 4.377 -0.481 2.488
H 4.906 1.206 2.528
H 6.091 -0.091 2.675



# 7
45
Properties=species:S:1:pos:R:3 method="wB97M-V/def2-TZVPD" e_lumo_ev=-0.09 orbital_gap_ev=7.939 smiles="CCCCc1nc(Cl)c([C@@H]2CC(c3ccco3)=NN2C(C)=O)n1C" relative_energy_kcal_mol=106.4 homo_energy_ev=-8.03
O -0.300 -0.476 3.753
Cl 0.245 3.358 2.563
N 1.975 -1.853 1.312
N -1.308 2.707 0.302
O 4.974 -0.687 -0.566
C 0.205 -1.275 2.939
C 2.874 -1.077 0.738
C -1.260 1.774 -0.622
C -0.184 2.395 1.098
C 5.922 -1.471 -1.184
C 5.778 -2.819 -0.977
C 4.548 -2.847 -0.184
C 4.049 -1.550 0.024
C 0.387 1.169 0.764
N -0.242 0.759 -0.373
N 1.090 -0.922 1.915
C -0.022 -2.709 3.252
C -0.136 -0.394 -1.224
C -6.133 1.527 -1.842
C 2.676 0.357 0.963
C -2.209 1.840 -1.728
C 1.385 0.471 1.695
C -4.749 2.103 -2.065
C -3.648 1.469 -1.142
H 6.777 -1.090 -1.722
H 6.392 -3.719 -1.326
H 3.919 -3.746 0.025
H 0.418 -3.275 2.420
H 0.483 -3.015 4.148
H -1.170 -2.909 3.242
H 0.509 -0.283 -1.992
H -1.093 -0.674 -1.589
H 0.238 -1.191 -0.722
H -6.088 0.462 -2.036
H -6.679 1.946 -2.623
H -6.590 1.684 -0.871
H 3.430 0.722 1.652
H 2.781 0.840 0.022
H -2.244 2.867 -2.063
H -1.789 1.208 -2.462
H 1.588 1.070 2.611
H -4.555 1.959 -3.085
H -4.786 3.194 -1.833
H -3.733 0.355 -1.154
H -3.727 1.746 -0.050



# 8
49
Properties=species:S:1:pos:R:3 method="wB97M-V/def2-TZVPD" e_lumo_ev="-8.37 / -8.45" orbital_gap_ev="6.017 / 6.504" charge=+2 relative_energy_kcal_mol=28.5 spin_multiplicity=3 homo_energy_ev="-14.39 / -14.95"
W -0.361 0.311 1.019
C -1.913 -0.767 -2.480
C -1.339 -0.419 -1.169
O -1.972 -0.534 -0.064
O -0.147 0.051 -1.026
H -2.170 -1.828 -2.478
H -1.210 -0.548 -3.277
H -2.840 -0.207 -2.615
C -0.313 -4.379 5.316
C -1.816 -4.133 5.348
C -2.191 -3.002 6.299
C -2.385 -3.930 3.947
N -1.844 -2.706 3.293
C -2.189 -1.422 3.451
N -1.379 -0.705 2.706
N -0.570 -1.592 2.096
N -0.833 -2.792 2.430
H 0.070 -4.527 6.324
H 0.223 -3.521 4.896
H -0.054 -5.258 4.726
H -2.313 -5.046 5.689
H -1.642 -2.082 6.070
H -1.927 -3.266 7.321
H -3.262 -2.786 6.285
H -3.468 -3.816 3.942
H -2.112 -4.736 3.270
H -2.990 -1.065 4.078
Se -1.064 2.553 0.576
C -1.118 3.542 2.201
C -1.282 4.910 2.041
C -1.312 5.693 3.192
N -1.206 5.201 4.420
C -1.062 3.884 4.547
C -1.010 3.007 3.476
H -1.383 5.372 1.068
H -1.434 6.767 3.110
H -0.987 3.508 5.561
H -0.901 1.945 3.654
Cl 3.396 -0.979 -0.576
C 2.766 -0.586 0.946
C 3.184 -1.237 2.096
C 2.686 -0.828 3.330
C 1.682 0.131 3.379
N 1.273 0.770 2.282
C 1.850 0.500 1.052
H 3.919 -2.027 2.024
H 3.039 -1.279 4.247
H 1.169 0.369 4.303
H 1.983 1.331 0.359



# 9
42
Properties=species:S:1:pos:R:3 method="wB97M-V/def2-TZVPD" e_lumo_ev=-2.41 orbital_gap_ev=8.811 smiles=C[N@H+](CCOc1ccc(Cl)cc1)C[C@@H](O)c1ccccc1 charge=+1 relative_energy_kcal_mol=0.0 homo_energy_ev=-11.22
C -1.684 -0.012 0.782
N -0.505 -0.014 -0.098
C 0.670 -0.644 0.553
H 0.728 -0.283 1.582
H 1.572 -0.349 0.016
C 0.574 -2.179 0.525
O -0.459 -2.681 1.327
C -0.240 -2.905 2.676
C -1.303 -3.498 3.352
C -1.213 -3.762 4.702
C -0.052 -3.431 5.391
C 1.007 -2.840 4.723
C 0.915 -2.571 3.367
H 1.762 -2.114 2.879
H 1.908 -2.588 5.259
Cl 0.069 -3.755 7.079
H -2.035 -4.226 5.222
H -2.191 -3.758 2.798
H 0.344 -2.510 -0.494
H 1.543 -2.605 0.807
C -0.206 1.325 -0.662
H -1.149 1.861 -0.787
H 0.444 1.883 0.010
C 0.440 1.113 -2.052
C 0.446 2.354 -2.920
C 0.707 2.194 -4.279
C 0.720 3.287 -5.126
C 0.481 4.555 -4.623
C 0.237 4.722 -3.271
C 0.220 3.629 -2.420
H 0.039 3.792 -1.369
H 0.060 5.708 -2.871
H 0.491 5.409 -5.281
H 0.924 3.147 -6.175
H 0.917 1.210 -4.675
O -0.260 0.031 -2.653
H -0.742 0.345 -3.429
H 1.479 0.775 -1.922
H -0.723 -0.570 -0.955
H -1.871 -1.023 1.142
H -2.559 0.337 0.238
H -1.507 0.644 1.634



# 10
43
Properties=species:S:1:pos:R:3 method="wB97M-V/def2-TZVPD" e_lumo_ev=0.65 orbital_gap_ev=9.333 smiles="CCC(CC)C(=O)c1c[nH]c(C(=O)NCc2ccccn2)c1" relative_energy_kcal_mol=14.2 homo_energy_ev=-8.68
C -2.235 -1.291 -2.096
C -3.353 -1.525 -1.086
H -4.312 -1.253 -1.532
C -3.160 -0.696 0.192
C -3.249 0.776 -0.187
O -4.306 1.274 -0.520
C -2.018 1.568 -0.149
C -1.971 2.920 -0.473
N -0.708 3.342 -0.352
C 0.096 2.309 0.046
C -0.694 1.189 0.180
H -0.360 0.215 0.474
C 1.528 2.576 0.226
O 1.998 3.684 0.005
N 2.261 1.537 0.678
H 1.881 0.602 0.697
C 3.698 1.594 0.758
C 4.313 0.303 0.289
N 3.487 -0.721 0.122
C 3.982 -1.882 -0.273
C 5.329 -2.089 -0.521
C 6.196 -1.021 -0.343
C 5.683 0.196 0.069
H 6.324 1.052 0.218
H 7.255 -1.136 -0.525
H 5.688 -3.053 -0.843
H 3.259 -2.678 -0.394
H 4.044 2.439 0.153
H 4.012 1.781 1.795
H -0.342 4.269 -0.515
H -2.778 3.557 -0.774
H -2.183 -0.921 0.622
C -4.245 -0.985 1.240
C -4.140 -2.377 1.852
H -4.876 -2.490 2.644
H -3.152 -2.534 2.279
H -4.323 -3.150 1.111
H -5.224 -0.851 0.778
H -4.155 -0.242 2.038
H -3.384 -2.585 -0.829
H -2.215 -0.251 -2.414
H -2.385 -1.915 -2.975
H -1.267 -1.535 -1.664



In order of appearance, total energy = -45918.4071 -62970.4706 -45829.3475 -32816.4502 -199559.9235 -41663.2568 -40544.3371 -110682.9899 -36070.8939 -26536.2342 eV.